1) This record from the OMol25 dataset describes 2 unconnected molecules or ions with the total composition C2H3ClO2. The level of theory is wB97M-V/def2-TZVPD.

Structure (XYZ):
```
8
Properties=species:S:1:pos:R:3:mulliken_charge:R:1
C -0.29 -0.84 0.34 0.696
C -0.95 0.21 -0.35 -0.823
O -0.02 -1.86 0.76 -0.145
O 1.54 0.73 0.57 -0.638
Cl 3.01 0.11 0.31 -0.108
H -1.93 0.52 0.09 0.292
H -0.11 0.94 -0.35 0.390
H -1.25 0.19 -1.38 0.336
```

Summary:
- orbital gap (eV) = 7.332
- charge = 0

---

2) This record from the OMol25 dataset describes C2H3ClO2 in the gas phase. The level of theory is wB97M-V/def2-TZVPD.

Structure (XYZ):
```
8
Properties=species:S:1:pos:R:3:mulliken_charge:R:1
O 1.58 -0.65 -0.57 -0.460
C 0.70 -0.03 -0.06 0.629
O 0.65 1.45 0.05 -0.503
C -0.61 -0.66 0.32 -0.460
Cl -2.03 0.23 -0.40 -0.171
H 1.49 1.77 -0.67 0.373
H -0.71 -1.55 -0.08 0.344
H -1.07 -0.56 1.40 0.248
```

Summary:
- orbital gap (eV) = 11.246
- charge = 0
- structure (SMILES) = O=C(O)CCl

---

Computed energies relative to the best structure, in eV: 1) 3.410; 2) 0.000

---

1) This record from the OMol25 dataset describes 2 unconnected molecules or ions with the total composition C2HClO2S. The level of theory is wB97M-V/def2-TZVPD.

Structure (XYZ):
```
7
Properties=species:S:1:pos:R:3:mulliken_charge:R:1
C -0.34 0.21 0.69 -0.103
C -0.92 1.40 0.14 0.618
O -0.44 -0.27 1.77 -0.436
O -1.35 2.32 -0.45 -0.236
S -2.27 -0.71 -0.49 -0.090
Cl -3.65 -0.28 0.87 -0.103
H 0.35 -0.21 -0.01 0.350
```

Summary:
- orbital gap (alpha / beta) (eV) = 7.308 / 7.309
- charge = 0

---

2) This record from the OMol25 dataset describes C2HClO2S in the gas phase. The level of theory is wB97M-V/def2-TZVPD.

Structure (XYZ):
```
7
Properties=species:S:1:pos:R:3:mulliken_charge:R:1
C -1.98 -0.49 -0.18 -0.015
C -0.83 0.01 0.06 -0.301
S 1.11 0.33 0.05 0.968
O 1.47 1.43 0.96 -0.469
O 1.62 0.47 -1.27 -0.453
Cl 1.68 -1.44 0.64 -0.056
H -3.06 -0.32 -0.25 0.326
```

Summary:
- orbital gap (eV) = 10.610
- charge = 0
- structure (SMILES) = C#CS(=O)(=O)Cl

---

Computed energies relative to the best structure, in eV: 1) 0.000; 2) 1.124

---

1) This record from the OMol25 dataset describes a molecular structure, C7H10N. The level of theory is wB97M-V/def2-TZVPD.

Structure (XYZ):
```
18
Properties=species:S:1:pos:R:3:mulliken_charge:R:1
C -1.27 -0.31 -0.26 0.079
C -0.27 0.46 -1.02 0.480
C 0.08 -1.12 -0.39 -1.006
C 0.65 0.29 0.09 1.044
C -0.58 0.94 -2.47 -1.097
C 2.05 0.71 0.52 -1.260
C -0.75 -1.27 2.39 -0.574
N -0.41 -0.39 0.85 -0.081
H -2.22 -0.76 -0.64 0.385
H -1.42 0.22 -2.81 0.300
H 0.23 1.10 -3.21 0.325
H -1.26 1.90 -2.36 0.323
H 2.62 1.08 -0.38 0.331
H 2.62 -0.14 0.83 0.374
H 1.93 1.34 1.31 0.364
H -0.29 -0.48 2.93 0.349
H -1.77 -1.56 2.26 0.327
H 0.04 -2.01 2.36 0.336
```

Summary:
- orbital gap (eV) = 10.636
- charge = +1

---

2) This record from the OMol25 dataset describes a gas-phase ion, C7H10N (charge +1). The level of theory is wB97M-V/def2-TZVPD.

Structure (XYZ):
```
18
Properties=species:S:1:pos:R:3:mulliken_charge:R:1
C 2.15 1.66 -0.10 -0.675
C 1.35 0.66 0.08 -0.226
N 1.34 -0.74 0.07 0.027
C 1.88 -1.87 -0.10 -0.093
C 0.00 0.02 0.09 0.656
C -1.00 0.10 -1.06 -0.605
C -2.08 0.48 -0.06 -0.440
C -1.14 -0.07 1.12 -0.452
H 3.27 1.46 -0.27 0.232
H 1.70 2.69 -0.21 0.276
H 1.43 -2.75 0.02 0.347
H 3.05 -1.99 -0.06 0.236
H -1.19 -0.91 -1.46 0.255
H -0.64 0.79 -1.83 0.348
H -2.15 1.66 -0.15 0.242
H -3.09 -0.11 -0.14 0.310
H -0.97 0.75 1.93 0.277
H -1.40 -1.15 1.40 0.285
```

Summary:
- orbital gap (eV) = 9.636
- charge = +1
- structure (SMILES) = C=C1[N+](=C)C12CCC2

---

Computed energies relative to the best structure, in eV: 1) 2.410; 2) 0.000

---

1) This record from the OMol25 dataset describes a gas-phase ion, C5H6NO2 (charge +1). The level of theory is wB97M-V/def2-TZVPD.

Structure (XYZ):
```
14
Properties=species:S:1:pos:R:3:mulliken_charge:R:1
C 2.46 0.57 -1.18 -0.530
O 1.21 0.81 -0.54 -0.321
C 0.30 -0.14 -0.68 0.031
C -0.71 -0.47 0.12 0.129
C -1.91 -1.09 0.53 -0.473
N -1.36 0.11 1.26 -0.052
C -1.78 0.90 2.05 0.534
O -2.14 1.56 2.87 -0.146
H 3.35 0.85 -0.62 0.252
H 2.34 1.22 -2.13 0.250
H 2.48 -0.53 -1.32 0.302
H 0.43 -0.86 -1.39 0.429
H -2.76 -0.86 0.04 0.337
H -1.90 -2.06 1.00 0.258
```

Summary:
- orbital gap (eV) = 9.409
- charge = +1
- structure (SMILES) = CO/C=C1/C[N+]1=C=O

---

2) This record from the OMol25 dataset describes a gas-phase ion, C5H6NO2 (charge +1). The level of theory is wB97M-V/def2-TZVPD.

Structure (XYZ):
```
14
Properties=species:S:1:pos:R:3:mulliken_charge:R:1
N 2.54 1.09 -0.42 -0.220
C 1.57 0.46 -0.20 0.297
C 1.12 -0.83 0.23 -0.253
C -0.38 -0.97 -0.13 -0.757
C -0.94 0.46 0.06 0.747
O -0.12 1.38 0.05 -0.434
C -2.43 0.61 0.20 -0.237
O -3.11 0.01 -0.58 -0.334
H 2.86 2.01 -0.31 0.304
H 1.71 -1.60 -0.42 0.327
H 1.48 -0.83 1.26 0.304
H -0.96 -1.66 0.47 0.426
H -0.56 -1.46 -1.06 0.400
H -2.78 1.32 0.87 0.430
```

Summary:
- orbital gap (eV) = 9.553
- charge = +1
- structure (SMILES) = [NH+]#CCCC(=O)C=O

---

Computed energies relative to the best structure, in eV: 1) 1.853; 2) 0.000

---

1) This record from the OMol25 dataset describes a molecular structure, C7H14O. The level of theory is wB97M-V/def2-TZVPD.

Structure (XYZ):
```
22
Properties=species:S:1:pos:R:3:mulliken_charge:R:1
C -1.81 -0.82 -0.60 -1.116
C 1.75 1.21 0.50 -0.710
C 0.66 -1.72 0.69 -1.340
C -2.94 -0.38 0.31 -0.805
C 2.69 1.19 -0.68 -0.918
C 0.07 0.75 -0.04 0.564
C 0.02 -0.50 0.16 0.337
O -0.49 1.82 -0.61 -0.536
H -1.39 1.52 -0.84 0.299
H -1.76 -1.91 -0.61 0.359
H -2.00 -0.56 -1.65 0.411
H 2.09 0.60 1.33 0.363
H 1.56 2.21 0.87 0.375
H 0.22 -2.59 0.19 0.402
H 1.74 -1.75 0.51 0.334
H 0.46 -1.84 1.76 0.241
H -3.24 0.66 0.12 0.286
H -3.84 -0.99 0.18 0.339
H -2.65 -0.45 1.37 0.256
H 3.63 1.71 -0.44 0.325
H 2.26 1.68 -1.56 0.276
H 2.96 0.17 -0.97 0.259
```

Summary:
- orbital gap (eV) = 9.146
- charge = 0

---

2) This record from the OMol25 dataset describes a molecular structure, C7H14O. The level of theory is wB97M-V/def2-TZVPD.

Structure (XYZ):
```
22
Properties=species:S:1:pos:R:3:mulliken_charge:R:1
C 2.25 -0.81 -0.46 -1.044
C 0.82 -1.08 0.13 0.741
C 0.95 -1.74 1.36 -0.896
C -0.80 0.66 -0.24 1.118
C -1.93 0.53 0.99 -1.154
C -1.16 1.03 -1.60 -1.068
C 0.23 1.67 0.31 -1.471
H 2.51 0.27 -0.23 0.286
H 2.43 -1.03 -1.44 0.357
H 2.98 -1.44 0.20 0.300
H 1.80 -2.30 1.81 0.279
H -0.14 -1.96 1.97 0.086
H -1.69 -0.12 1.94 0.259
H -2.72 0.06 0.33 0.370
H -2.26 1.58 1.22 0.351
H -2.22 1.52 -1.32 0.290
H -0.15 2.03 -2.03 0.242
H -1.43 -0.14 -2.25 0.229
H -0.40 2.51 0.39 0.549
H 1.17 1.41 -0.37 0.293
H 0.31 1.32 1.48 0.280
O -0.29 -0.66 -0.58 -0.398
```

Summary:
- orbital gap (eV) = 9.871
- charge = 0

---

Computed energies relative to the best structure, in eV: 1) 0.000; 2) 3.232

---

1) This record from the OMol25 dataset describes C7H14O in the gas phase. The level of theory is wB97M-V/def2-TZVPD.

Structure (XYZ):
```
22
Properties=species:S:1:pos:R:3:mulliken_charge:R:1
C -0.49 -2.00 -0.08 -0.936
O 1.64 0.84 -0.16 -0.658
C 0.48 -1.21 0.51 0.136
C 0.17 -0.68 1.91 -1.284
C 0.65 0.21 -0.50 1.212
C 0.74 -0.45 -1.94 -1.387
C -0.69 1.06 -0.49 -0.791
C -0.51 2.35 0.29 -1.263
H -1.50 -1.75 0.26 0.309
H 0.49 0.24 -2.74 0.448
H -0.34 -3.07 -0.14 0.309
H 1.50 -1.58 0.45 0.476
H -0.64 0.05 1.80 0.309
H -0.31 -1.45 2.52 0.374
H 1.00 -0.15 2.37 0.334
H 1.75 -0.79 -2.15 0.344
H -0.01 -1.28 -1.79 0.297
H -1.47 0.41 -0.08 0.282
H -1.00 1.23 -1.52 0.463
H 0.06 3.09 -0.25 0.360
H -1.52 2.75 0.49 0.373
H 0.00 2.20 1.24 0.293
```

Summary:
- orbital gap (eV) = 7.208
- charge = 0

---

2) This record from the OMol25 dataset describes C7H14O in the gas phase. The level of theory is wB97M-V/def2-TZVPD.

Structure (XYZ):
```
22
Properties=species:S:1:pos:R:3:mulliken_charge:R:1
C 0.01 2.00 0.08 -0.825
C -0.56 0.89 -0.35 0.375
C -2.26 1.06 -1.04 -1.309
C -0.32 -0.52 -0.43 0.322
C -1.06 -1.40 0.57 -1.463
C 1.53 -0.71 -0.13 -0.104
C 1.94 -0.70 1.33 -1.248
O 2.34 0.20 -0.85 -0.546
H -0.51 2.95 0.01 0.302
H 1.03 2.02 0.44 0.282
H -2.13 1.66 -1.94 0.360
H -2.84 1.59 -0.28 0.359
H -2.77 0.13 -1.30 0.351
H -0.43 -0.88 -1.45 0.269
H -2.10 -1.55 0.27 0.398
H -0.59 -2.39 0.63 0.374
H -1.06 -0.96 1.57 0.354
H 1.67 -1.70 -0.55 0.425
H 1.78 0.28 1.79 0.243
H 1.40 -1.45 1.90 0.317
H 3.01 -0.92 1.43 0.404
H 1.91 0.39 -1.70 0.362
```

Summary:
- orbital gap (eV) = 9.588
- charge = 0
- structure (SMILES) = C=C(C)[C@H](C)[C@H](C)O

---

Computed energies relative to the best structure, in eV: 1) 1.913; 2) 0.000